The following is a DFT calculation (the ωB97M-V functional and the def2-TZVPD basis) of a molecular structure, C6H8CuO5 at a distorted geometry.

HOMO level (spin up / spin down)   -8.72 / -9.42 eV
Net charge   0
Spin multiplicity   2
Maximum force   2.40 eV/Å
E   -2249.96650 hartree
Gap between HOMO and LUMO (spin up / spin down)   6.67 / 7.36 eV

```
20
Properties=species:S:1:pos:R:3:forces:R:3
O -3.8164 1.1764 2.5621 -0.6659 0.4414 -0.0661
C -2.7506 1.2525 1.9047 -1.0447 0.0600 -0.6785
O -2.6871 1.7308 0.7461 -0.1984 0.4488 -0.4129
O -1.6540 0.7313 2.4848 0.1905 -0.1919 0.3633
C 0.5444 -0.2033 2.3859 -0.3020 -0.4971 0.9033
C -0.4466 0.7215 1.7353 0.0194 0.1915 -0.3413
Cu -5.1253 2.3124 0.8526 1.9673 -0.9750 0.9772
H 0.0783 -1.1601 2.7219 0.4040 0.5967 -0.6226
H 1.4102 -0.3386 1.7256 -0.3180 -0.2302 0.1316
H -0.6360 0.3585 0.7174 0.0050 0.0550 0.1636
H -0.0424 1.7407 1.6575 -0.0470 -0.2409 0.0414
O 1.0561 0.4304 3.6170 0.1798 1.2769 -0.8359
C 1.8848 -0.2594 4.3509 -0.9777 -1.2997 0.3525
O 1.8309 -1.4321 4.5572 0.7831 0.3242 -0.0022
C -0.4396 -3.5478 0.5027 0.3454 0.4948 -0.2116
C 0.4137 -3.2962 -0.4949 -0.3019 -0.0716 0.3778
H -0.0855 -3.8495 1.4917 -0.1161 -0.0166 -0.3385
H -1.5112 -3.3617 0.3980 0.3096 -0.2180 -0.0245
H 1.4922 -3.4125 -0.3639 -0.3403 -0.0356 -0.0697
H 0.0649 -2.9535 -1.4717 0.1079 -0.1126 0.2930
```
Forces are in eV/Å.